No. 1
{
  "formula": "C18H23N5O3S5SiTi",
  "method": "ωB97M-V/def2-TZVPD",
  "charge": -2,
  "orbital_gap_ev": [4.4, 4.4],
  "molar_mass_g_mol": 593.70,
  "e_tot_ha": -4329.205721,
  "species": ["Ti", "O", "N", "N", "O", "C", "C", "C", "C", "C", "C", "H", "H", "H", "H", "H", "S", "C", "S", "C", "C", "S", "S", "S", "C", "Si", "C", "C", "C", "H", "H", "H", "H", "H", "H", "H", "H", "H", "H", "H", "C", "N", "C", "C", "C", "N", "C", "O", "N", "H", "H", "H", "H", "H", "H", "H"],
  "xyz": [[-1.144, 0.522, -0.507], [-0.830, 0.791, 1.225], [0.302, 0.433, 1.917], [1.167, 0.001, 0.887], [0.575, -0.322, -0.313], [2.414, -0.402, 1.124], [3.176, -1.095, 0.142], [4.459, -1.508, 0.427], [5.059, -1.271, 1.669], [4.315, -0.587, 2.629], [3.023, -0.159, 2.391], [2.724, -1.282, -0.821], [5.014, -2.034, -0.344], [6.070, -1.602, 1.874], [4.756, -0.378, 3.600], [2.460, 0.383, 3.138], [-6.020, -2.575, -4.962], [-4.900, -1.695, -4.081], [-5.296, -0.628, -2.805], [-3.693, -0.052, -2.406], [-2.692, -0.580, -3.152], [-0.987, -0.263, -2.999], [-3.212, -1.727, -4.369], [-3.550, 1.122, -1.121], [0.735, 3.765, 1.327], [-0.610, 3.838, 0.017], [-0.436, 5.532, -0.836], [-2.291, 3.885, 0.870], [-0.462, 2.447, -1.179], [0.623, 4.573, 2.059], [1.722, 3.862, 0.866], [0.703, 2.804, 1.848], [-0.514, 6.355, -0.118], [-1.216, 5.665, -1.591], [0.531, 5.612, -1.340], [-2.383, 4.765, 1.515], [-2.427, 2.991, 1.483], [-3.098, 3.911, 0.133], [0.593, 2.292, -1.442], [-1.008, 2.644, -2.105], [-1.267, -3.623, -1.889], [-0.751, -3.412, -0.541], [0.378, -4.021, -0.109], [0.921, -3.732, 1.092], [0.212, -2.785, 1.893], [-0.920, -2.242, 1.501], [-1.313, -2.385, 0.222], [-2.153, -1.652, -0.318], [0.680, -2.383, 3.108], [-0.876, -4.569, -2.263], [-0.969, -2.797, -2.536], [-2.353, -3.657, -1.857], [0.824, -4.726, -0.799], [1.860, -4.162, 1.406], [1.682, -2.487, 3.209], [0.394, -1.401, 3.231]],
  "forces_ev_per_a": [[-0.1, 0.2, -0.2], [0.0, 0.0, 0.2], [0.0, -0.1, 0.0], [0.0, 0.0, 0.0], [0.0, -0.1, 0.0], [0.0, 0.0, 0.0], [0.0, 0.0, 0.0], [0.0, 0.0, 0.0], [0.0, 0.0, 0.0], [0.0, 0.0, 0.0], [0.0, 0.0, 0.0], [0.0, 0.0, 0.0], [0.0, 0.0, 0.0], [0.0, 0.0, 0.0], [0.0, 0.0, 0.0], [0.0, 0.0, 0.0], [0.0, 0.0, 0.0], [0.0, 0.1, -0.1], [0.0, 0.0, 0.0], [0.0, 0.0, 0.0], [0.0, 0.0, 0.0], [0.0, 0.0, 0.0], [0.0, 0.0, 0.0], [0.0, -0.1, 0.0], [0.0, 0.0, 0.0], [0.0, 0.0, 0.0], [0.0, 0.0, 0.0], [0.0, 0.0, 0.0], [0.0, 0.0, 0.0], [0.0, 0.0, 0.0], [0.0, 0.0, 0.0], [0.0, 0.0, 0.0], [0.0, 0.0, 0.0], [0.0, 0.0, 0.0], [0.0, 0.0, 0.0], [0.0, 0.0, 0.0], [0.0, 0.0, 0.0], [0.0, 0.0, 0.0], [0.0, 0.0, 0.0], [0.0, 0.0, 0.0], [0.0, 0.0, 0.0], [0.1, 0.0, 0.0], [-0.1, 0.0, 0.0], [0.0, 0.0, 0.1], [-0.1, 0.0, -0.2], [0.1, 0.0, 0.0], [-0.1, 0.0, -0.1], [0.1, 0.0, 0.1], [0.0, 0.2, 0.0], [0.0, 0.0, 0.0], [0.0, 0.0, 0.0], [0.0, 0.0, 0.0], [0.0, 0.0, 0.0], [0.0, 0.0, 0.0], [0.0, 0.0, 0.0], [0.0, -0.1, 0.1]]
}

No. 2
{
  "formula": "C6H9AlBF7N",
  "method": "ωB97M-V/def2-TZVPD",
  "charge": 3,
  "orbital_gap_ev": 4.2,
  "molar_mass_g_mol": 265.93,
  "e_tot_ha": -1253.477644,
  "species": ["C", "C", "C", "N", "B", "C", "F", "F", "C", "F", "F", "C", "F", "F", "F", "H", "H", "H", "H", "H", "H", "H", "H", "H", "Al"],
  "xyz": [[-1.875, -2.714, -1.466], [-2.257, -1.617, -0.305], [-1.160, -1.580, 0.953], [-1.167, -0.176, 1.512], [0.222, 0.402, 1.697], [1.453, 0.392, 0.610], [1.118, -0.155, -0.724], [2.522, -0.503, 1.188], [2.173, 1.890, 0.465], [1.541, 2.916, 1.349], [3.616, 1.826, 0.880], [2.144, 2.483, -1.065], [0.739, 2.694, -1.548], [2.978, 1.707, -2.035], [2.758, 3.863, -1.033], [-2.664, -2.588, -2.348], [-0.816, -2.508, -1.976], [-1.920, -3.842, -1.095], [-2.334, -0.571, -0.837], [-3.316, -1.915, 0.142], [-0.116, -1.970, 0.595], [-1.568, -2.303, 1.806], [-1.819, 0.465, 1.010], [0.430, 0.967, 2.732], [-0.681, 2.837, -0.506]],
  "forces_ev_per_a": [[2.1, -1.2, 0.3], [-3.5, 0.1, -1.4], [0.5, 0.5, 0.7], [3.3, -2.5, -3.9], [-0.9, -0.1, 0.2], [3.4, -2.3, -0.8], [0.7, 1.8, 3.6], [-3.8, 2.8, -1.8], [3.2, 1.1, 1.6], [1.2, -3.2, -2.9], [-5.8, 0.2, -1.9], [7.2, 2.5, -1.8], [2.6, -0.5, -0.7], [-4.4, 3.0, 4.1], [-3.1, -5.6, -0.1], [0.9, 0.4, 1.7], [-2.3, -0.5, 1.1], [0.1, 2.6, -0.6], [0.3, -1.9, 1.3], [2.3, 0.9, -0.8], [-1.3, 0.8, 1.4], [0.1, 0.7, -1.5], [-0.9, -0.2, 1.4], [0.0, -0.1, 0.1], [-1.7, 0.6, 0.9]]
}

No. 3
{
  "formula": "C16H42BN2O5PS",
  "method": "ωB97M-V/def2-TZVPD",
  "charge": 0,
  "orbital_gap_ev": 4.4,
  "molar_mass_g_mol": 416.37,
  "e_tot_ha": -1884.680247,
  "species": ["C", "O", "C", "C", "C", "C", "C", "P", "C", "N", "C", "C", "O", "C", "C", "C", "S", "B", "O", "O", "C", "H", "H", "H", "H", "H", "H", "H", "H", "H", "H", "H", "H", "H", "H", "H", "H", "H", "H", "H", "H", "H", "H", "H", "H", "H", "H", "H", "H", "H", "H", "H", "H", "H", "H", "C", "C", "O", "N", "C", "H", "H", "H", "H", "H", "H", "H", "H"],
  "xyz": [[3.088, -2.386, 3.653], [3.263, -2.510, 2.262], [2.214, -3.262, 1.683], [2.425, -3.489, 0.187], [2.756, -2.187, -0.613], [1.541, -1.629, -1.408], [1.242, -0.113, -1.213], [0.549, 0.419, 0.530], [2.267, 1.096, 1.093], [2.586, 0.735, 2.521], [-0.282, 0.873, 2.215], [-0.161, 2.332, 2.710], [-0.197, 2.344, 4.174], [-1.146, -0.470, 0.009], [-1.443, -1.776, 0.797], [-2.985, -2.079, 0.686], [-3.986, -1.383, 2.045], [0.029, 2.098, -0.349], [1.005, 2.774, -1.163], [-1.251, 2.717, -0.330], [-1.222, 4.137, -0.195], [2.026, -2.449, 3.925], [3.659, -3.148, 4.203], [3.441, -1.393, 3.949], [1.260, -2.772, 1.921], [2.188, -4.252, 2.185], [1.497, -3.929, -0.198], [3.254, -4.197, 0.067], [3.182, -1.481, 0.103], [3.550, -2.448, -1.324], [0.646, -2.251, -1.266], [1.797, -1.753, -2.477], [0.522, 0.211, -1.969], [2.183, 0.397, -1.487], [0.946, -0.863, 1.127], [3.107, 0.720, 0.500], [2.316, 2.202, 1.055], [2.641, 1.588, 3.059], [3.479, 0.269, 2.563], [-1.361, 0.658, 2.185], [0.091, 0.237, 3.028], [-1.072, 2.870, 2.426], [0.755, 2.861, 2.423], [0.718, 2.420, 4.430], [-2.012, 0.219, 0.062], [-1.130, -0.800, -1.061], [-0.943, -2.649, 0.365], [-1.164, -1.706, 1.852], [-3.319, -1.595, -0.243], [-3.163, -3.150, 0.554], [-3.650, -0.060, 2.011], [0.656, 2.817, -2.052], [-0.243, 4.529, 0.090], [-1.905, 4.392, 0.629], [-1.627, 4.631, -1.088], [-1.942, 2.653, -3.672], [-1.739, 1.177, -3.613], [-0.700, 0.604, -3.608], [-2.912, 0.276, -3.438], [-3.252, -0.457, -4.705], [-1.319, 3.064, -4.464], [-2.984, 2.905, -3.878], [-1.652, 3.084, -2.710], [-3.721, 0.779, -3.071], [-2.571, -0.429, -2.765], [-2.375, -1.012, -5.025], [-3.557, 0.267, -5.456], [-4.070, -1.138, -4.485]],
  "forces_ev_per_a": [[0.1, 0.3, 0.2], [0.0, 0.0, -0.3], [-0.1, -0.7, 0.3], [0.3, 0.8, 0.2], [-0.5, -0.8, 0.2], [0.3, 0.6, -0.5], [0.9, -0.7, -0.2], [0.2, -1.1, 0.1], [0.5, 0.6, 1.2], [-0.4, 0.0, -0.6], [-0.2, 0.7, 0.5], [-0.7, -1.1, 1.0], [-0.1, 0.4, -0.6], [-0.4, -0.8, -0.4], [-1.4, 0.4, -0.4], [1.0, 0.8, -0.4], [-0.2, -0.1, 0.1], [0.2, 1.1, -0.8], [-0.7, -0.6, 0.9], [0.8, -0.3, 0.0], [-0.9, 0.3, 0.6], [0.2, 0.0, 0.0], [-0.1, 0.0, -0.1], [0.0, -0.2, 0.1], [0.1, 0.1, -0.3], [-0.1, 0.1, -0.2], [0.3, -0.2, 0.0], [-0.2, 0.0, 0.0], [-0.2, 0.1, -0.2], [-0.1, 0.2, 0.1], [0.1, 0.1, 0.3], [-0.2, -0.1, 0.2], [0.1, -0.1, 0.1], [-0.3, 0.1, 0.2], [0.1, 0.0, -0.2], [-0.4, 0.0, -0.3], [0.0, -0.3, -0.4], [0.2, 0.0, 0.2], [0.1, 0.0, 0.1], [0.2, 0.1, -0.2], [0.3, 0.1, -0.3], [0.4, 0.3, -0.2], [-0.2, 0.0, -0.4], [0.3, -0.1, 0.4], [0.2, 0.0, 0.4], [0.2, 0.2, 0.2], [0.3, 0.3, 0.1], [0.1, 0.0, -0.1], [-0.1, -0.3, 0.1], [-0.4, 0.1, 0.6], [0.2, -0.7, -0.3], [0.0, 0.4, -0.4], [0.0, -0.1, -0.4], [0.1, -0.1, -0.2], [0.4, 0.0, 0.0], [-0.7, -0.2, -0.3], [1.6, 0.4, 0.4], [-0.2, 0.2, -0.7], [-0.5, -0.5, 0.0], [-0.3, 0.1, 0.0], [0.1, 0.0, 0.1], [0.0, 0.1, 0.1], [0.0, -0.1, 0.1], [0.0, -0.2, 0.2], [-0.2, 0.2, 0.4], [0.1, 0.1, 0.0], [0.0, 0.0, 0.0], [0.0, 0.0, 0.0]]
}

Which formula does entry 3 have? C16H42BN2O5PS

What is the charge in the first record? -2

Among the records above, which one has the lowest charge? C18H23N5O3S5SiTi